(1)
Below is C27H45Cl2N8O4PS5Tl as an isolated structure, with properties calculated with the ωB97M-V functional and the def2-TZVPD basis.

Output
total charge	+1
strongest force on any atom	0.90	eV Å⁻¹
energy	-142045.584	eV
E_LUMO	-3.606	eV

Each line ends with the Löwdin charge.
CARTESIAN COORDINATES (ANGSTROEM)
1 Tl -0.301 -0.031 -0.166  0.66
2 N 3.073 -1.246 -1.154  0.12
3 C 3.097 -0.067 -0.524  -0.68
4 N 2.074 0.457 0.110  0.00
5 C 2.403 1.629 0.748  -0.35
6 C 3.672 2.050 0.554  -0.33
7 S 4.531 0.926 -0.434  1.09
8 C 1.385 2.251 1.578  -0.34
9 C 1.591 3.282 2.424  -0.34
10 S 0.132 3.705 3.233  1.08
11 C -0.694 2.434 2.372  -0.70
12 N 0.086 1.753 1.557  0.03
13 N -2.011 2.269 2.558  0.09
14 H 2.301 -1.850 -0.885  0.05
15 H 3.921 -1.634 -1.524  0.11
16 H 4.164 2.932 0.928  0.08
17 H 2.509 3.806 2.628  0.09
18 H -2.444 2.653 3.377  0.10
19 H -2.468 1.529 2.057  0.01
20 S 0.163 -0.338 -2.706  0.64
21 C 0.266 1.372 -2.702  -1.13
22 N 0.148 2.062 -1.603  -0.11
23 C 0.177 3.425 -1.833  -0.32
24 C 0.031 4.431 -0.880  -0.02
25 C 0.061 5.750 -1.292  -0.07
26 C 0.229 6.083 -2.637  -0.08
27 C 0.380 5.097 -3.597  -0.08
28 C 0.356 3.774 -3.180  -0.45
29 S 0.474 2.322 -4.145  1.06
30 H -0.113 4.168 0.161  0.09
31 H -0.051 6.539 -0.560  0.11
32 H 0.235 7.122 -2.937  0.11
33 H 0.502 5.347 -4.642  0.11
34 Cl -1.812 -0.909 2.419  0.64
35 C -1.286 -1.385 4.042  -0.92
36 Cl -1.509 -0.073 5.209  0.55
37 H -0.238 -1.651 3.989  -0.01
38 H -1.889 -2.233 4.342  0.05
39 C -5.214 4.111 1.703  -0.08
40 C -4.660 3.915 0.297  -0.24
41 N -5.077 2.632 -0.260  0.02
42 C -4.286 1.633 -0.663  -0.74
43 S -2.583 1.782 -0.667  0.74
44 N -4.873 0.529 -1.141  0.00
45 C -6.308 0.309 -1.284  -0.22
46 C -6.990 -0.087 0.024  -0.07
47 H -4.806 5.023 2.138  0.08
48 H -4.942 3.267 2.339  0.06
49 H -6.302 4.196 1.695  0.08
50 H -3.575 3.940 0.305  0.07
51 H -5.013 4.711 -0.361  0.12
52 H -6.075 2.509 -0.344  0.13
53 H -4.250 -0.150 -1.539  0.11
54 H -6.436 -0.486 -2.014  0.12
55 H -6.777 1.201 -1.707  0.12
56 H -6.574 -1.018 0.409  0.08
57 H -8.057 -0.233 -0.143  0.08
58 H -6.870 0.674 0.796  0.07
59 C 1.334 -6.558 -0.541  -0.02
60 C 1.468 -5.074 -0.858  -0.60
61 C 0.305 -4.617 -1.738  -0.03
62 C 2.796 -4.792 -1.551  -0.01
63 O 1.525 -4.391 0.427  -0.16
64 P 0.508 -3.317 1.016  0.28
65 O -0.904 -3.764 1.044  -0.28
66 O 0.784 -1.997 0.270  -0.41
67 O 0.998 -3.158 2.524  -0.16
68 C 2.346 -3.084 3.061  -0.60
69 C 3.267 -2.250 2.172  -0.02
70 C 2.200 -2.400 4.417  -0.03
71 C 2.890 -4.496 3.258  -0.01
72 H 1.343 -7.140 -1.463  0.09
73 H 0.397 -6.739 -0.013  0.09
74 H 2.159 -6.883 0.093  0.09
75 H 0.365 -5.122 -2.702  0.10
76 H 0.348 -3.538 -1.903  0.07
77 H -0.642 -4.868 -1.263  0.08
78 H 2.865 -5.365 -2.475  0.10
79 H 3.625 -5.076 -0.900  0.09
80 H 2.886 -3.732 -1.792  0.06
81 H 2.838 -1.259 2.016  0.08
82 H 3.395 -2.731 1.203  0.07
83 H 4.241 -2.149 2.649  0.10
84 H 1.810 -1.386 4.304  0.08
85 H 3.179 -2.346 4.893  0.10
86 H 1.534 -2.969 5.067  0.10
87 H 2.938 -5.021 2.307  0.07
88 H 2.239 -5.054 3.933  0.10
89 H 3.888 -4.446 3.694  0.09
90 N -2.164 -1.627 -0.479  0.00
91 H -2.261 -1.896 -1.453  0.05
92 H -3.066 -1.380 -0.090  0.02
93 H -1.813 -2.445 0.060  -0.01

(2)
Below is C14H12AuO6PS2 as an isolated structure, with properties calculated with the ωB97M-V functional and the def2-TZVPD basis.

Output
total charge	-2
strongest force on any atom	1.00	eV Å⁻¹
energy	-61651.522	eV
E_LUMO	4.449	eV

Each line ends with the Löwdin charge.
CARTESIAN COORDINATES (ANGSTROEM)
1 Au -0.356 0.127 -0.064  0.56
2 O 4.347 2.220 0.130  -0.09
3 C 3.245 1.641 0.211  -0.80
4 O 2.947 0.457 -0.003  -0.09
5 C 2.077 2.601 0.685  -0.27
6 P 0.417 2.236 0.003  0.88
7 C 0.563 2.971 -1.664  -0.32
8 C 0.159 4.260 -1.993  -0.08
9 C 0.312 4.736 -3.289  -0.11
10 C 0.873 3.927 -4.266  -0.11
11 C 1.277 2.638 -3.944  -0.08
12 C 1.113 2.157 -2.655  -0.08
13 C -0.688 3.386 0.887  -0.36
14 C -2.024 3.022 1.058  -0.09
15 C -2.902 3.865 1.725  -0.09
16 C -2.456 5.076 2.235  -0.11
17 C -1.125 5.442 2.080  -0.11
18 C -0.247 4.602 1.410  -0.11
19 H 2.387 3.619 0.443  0.07
20 H 1.998 2.513 1.773  0.08
21 H -0.286 4.898 -1.239  0.09
22 H -0.015 5.740 -3.535  0.09
23 H 0.986 4.296 -5.279  0.09
24 H 1.705 1.995 -4.702  0.10
25 H 1.407 1.143 -2.402  0.10
26 H -2.363 2.057 0.691  0.01
27 H -3.933 3.562 1.855  0.10
28 H -3.140 5.731 2.762  0.09
29 H -0.769 6.382 2.485  0.09
30 H 0.791 4.888 1.295  0.10
31 S -3.031 -0.196 -0.515  0.30
32 O -1.860 -4.004 -0.882  -0.36
33 S -1.560 -2.590 -0.884  0.24
34 O -3.001 -1.920 -0.687  -0.84
35 O -0.759 -2.170 0.295  -0.48
36 O -0.993 -2.072 -2.117  -0.40

(3)
Below is a 2-piece molecular cluster, C2H6N2O2 overall, with properties calculated with the ωB97M-V functional and the def2-TZVPD basis.

Output
total charge	0
strongest force on any atom	4.83	eV Å⁻¹
energy	-9246.331	eV
E_LUMO	0.425	eV
SMILES	NC=O.NC=O

Each line ends with the Löwdin charge.
CARTESIAN COORDINATES (ANGSTROEM)
1 N -0.143 -1.967 -0.201  0.11
2 C 0.688 -1.405 -1.034  -0.44
3 O 0.669 -1.481 -2.286  -0.03
4 H -0.801 -2.696 -0.487  0.13
5 H 0.104 -1.858 0.786  0.10
6 H 1.405 -0.759 -0.471  0.13
7 N -0.921 1.736 0.345  0.10
8 C 0.312 1.656 0.876  -0.43
9 O 1.123 2.511 0.507  -0.01
10 H -1.228 2.344 -0.418  0.12
11 H -1.602 1.156 0.842  0.10
12 H 0.393 0.762 1.541  0.12

(4)
Below is an isolated ion of composition C2H3OS3 and charge -1, with properties calculated with the ωB97M-V functional and the def2-TZVPD basis.

Output
total charge	-1
strongest force on any atom	5.94	eV Å⁻¹
energy	-36675.701	eV
E_LUMO	3.261	eV
SMILES	O[C@@]1([S-])S[C@H]1S

Each line ends with the Löwdin charge.
CARTESIAN COORDINATES (ANGSTROEM)
1 O -1.440 -0.409 1.638  -0.24
2 C -1.687 0.113 0.107  -1.21
3 S -3.278 -0.360 -0.320  0.35
4 S -0.736 1.785 -0.171  0.65
5 C -0.539 0.090 -0.682  -1.10
6 S 0.983 -0.843 -0.250  0.65
7 H -2.292 -0.501 2.010  -0.03
8 H -0.791 -0.061 -1.827  0.09
9 H 0.521 -1.991 -0.702  -0.17

Let's list energy relative to the best compared isomer or geometry (same formula, charge and spin) in order: 0.000, 0.000, 0.986, 1.435 eV.
Let's list orbital gap in order: 6.5, 5.7, 10.4, 6.8 eV.